(1)
Here is 4 unconnected molecules or ions with the total composition C2H14N2O3 from the OMol25 dataset. Energies are from ωB97M-V/def2-TZVPD.

Results
SMILES: NCCN.O.O.O
ΔE to the lowest compared entry with this formula, charge and spin: 33.7 kcal/mol
E: -419.7863 a.u.
gap between HOMO and LUMO: 9.5 eV
max |F|: 3.091 eV/Å

XYZ file:
```
21
C2H14N2O3 | the OMol25 dataset | ωB97M-V/def2-TZVPD
N 0.44 -1.91 -3.18
C 0.79 -1.14 -2.01
C -0.47 -0.57 -1.30
N -0.17 -0.20 0.05
H 0.13 -1.53 -4.04
H 1.11 -2.63 -3.43
H 1.16 -1.91 -1.32
H 1.62 -0.42 -2.01
H -1.28 -1.30 -1.37
H -0.68 0.23 -2.04
H -1.03 0.04 0.49
H 0.56 0.45 0.24
H -0.76 -2.23 2.93
H -0.13 -2.45 1.60
O 0.12 -2.17 2.50
H -1.81 4.56 1.73
H -1.90 4.81 0.23
O -2.21 5.14 1.07
H 0.84 0.66 3.36
H 2.27 1.12 3.15
O 1.38 1.44 3.35
```

(2)
Here is a molecular structure, C4H9NO2 from the OMol25 dataset. Energies are from ωB97M-V/def2-TZVPD.

Results
ΔE to the lowest compared entry with this formula, charge and spin: 83.2 kcal/mol
E: -362.9530 a.u.
gap between HOMO and LUMO: 9.1 eV
max |F|: 2.635 eV/Å

XYZ file:
```
16
C4H9NO2 | the OMol25 dataset | ωB97M-V/def2-TZVPD
C -1.32 0.43 0.43
C -1.38 1.83 -0.11
C 2.15 -1.26 -0.66
N 0.95 -0.45 1.29
C 0.92 -0.73 0.04
O -2.29 -0.41 0.07
O 0.05 -0.16 -0.73
H -2.04 -0.91 -0.72
H 1.00 -1.08 2.08
H -1.21 0.41 1.51
H -2.21 2.35 0.37
H -0.45 2.34 0.14
H -1.50 1.81 -1.19
H 2.65 -0.45 -1.18
H 2.85 -1.71 0.05
H 1.85 -2.00 -1.40
```

(3)
Here is 2 unconnected molecules or ions with the total composition C3H6OSi from the OMol25 dataset. Energies are from ωB97M-V/def2-TZVPD.

Results
ΔE to the lowest compared entry with this formula, charge and spin: 153.7 kcal/mol
E: -482.3655 a.u.
gap between HOMO and LUMO (spin up / spin down): 5.4 / 3.7 eV
max |F|: 6.742 eV/Å

XYZ file:
```
11
C3H6OSi | the OMol25 dataset | ωB97M-V/def2-TZVPD
C -1.15 -0.61 -0.10
C -2.02 0.58 0.13
C -2.53 -0.83 -0.02
O -0.01 -0.97 0.03
Si 2.62 -0.17 -0.06
H -2.04 1.15 1.05
H -2.11 1.39 -0.54
H -3.45 -1.51 0.01
H 2.84 0.65 1.22
H 2.59 -1.60 -0.11
H 2.46 0.74 -1.08
```

(4)
Here is C18H17NO3S in the gas phase from the OMol25 dataset. Energies are from ωB97M-V/def2-TZVPD.

Results
SMILES: O=C(Oc1ccccc1C(=S)N1CCOCC1)c1ccccc1
ΔE to the lowest compared entry with this formula, charge and spin: 24.7 kcal/mol
E: -1374.7884 a.u.
gap between HOMO and LUMO: 8.3 eV
max |F|: 0.762 eV/Å

XYZ file:
```
40
C18H17NO3S | the OMol25 dataset | ωB97M-V/def2-TZVPD
O -0.40 -0.08 1.20
C -1.05 0.75 0.62
O -0.55 1.93 0.21
C 0.81 2.12 0.17
C 1.31 3.31 0.69
C 2.66 3.59 0.61
C 3.52 2.69 0.01
C 3.03 1.50 -0.50
C 1.67 1.19 -0.42
C 1.15 -0.02 -1.08
N 1.64 -1.22 -0.74
C 1.21 -2.43 -1.40
H 0.55 -2.17 -2.23
C 0.47 -3.32 -0.39
H 0.20 -4.27 -0.84
O 1.31 -3.61 0.71
C 1.69 -2.43 1.37
H 2.34 -2.73 2.19
C 2.45 -1.48 0.43
H 2.66 -0.55 0.96
H 3.38 -1.95 0.10
H 0.81 -1.91 1.76
H -0.43 -2.79 -0.04
H 2.09 -2.96 -1.77
S 0.06 0.20 -2.31
H 3.69 0.80 -0.99
H 4.57 2.90 -0.07
H 3.04 4.52 1.00
H 0.62 4.00 1.14
C -2.49 0.61 0.31
C -3.13 1.49 -0.56
C -4.47 1.31 -0.85
C -5.17 0.25 -0.28
C -4.53 -0.62 0.58
C -3.19 -0.45 0.88
H -2.67 -1.12 1.55
H -5.08 -1.44 1.03
H -6.22 0.11 -0.51
H -4.97 1.98 -1.53
H -2.58 2.30 -1.01
```